{"formula": "F4K6N2O8S4", "method": "ωB97M-V/def2-TZVPD", "elements": ["K", "K", "K", "K", "K", "K", "N", "S", "O", "O", "F", "S", "O", "O", "F", "N", "S", "O", "O", "F", "S", "O", "O", "F"], "positions_angstrom": [[3.14, 2.85, 4.22], [2.65, 2.05, -3.93], [-0.92, -1.52, -3.20], [-0.75, -0.30, 2.43], [0.97, 3.63, 1.41], [6.19, 0.30, -1.27], [-2.68, -1.05, 0.57], [-3.21, 0.06, -0.30], [-4.58, 0.51, -0.17], [-2.49, 0.36, -1.49], [-2.57, 1.21, 0.71], [-3.39, -2.23, -0.42], [-2.61, -2.56, -1.61], [-4.85, -2.29, -0.48], [-2.98, -3.48, 0.51], [1.58, 0.76, 1.12], [2.83, -0.01, 1.04], [3.87, 0.61, 0.23], [2.81, -1.43, 1.30], [3.36, 0.48, 2.51], [1.25, 0.45, -0.50], [0.83, -0.89, -0.87], [1.78, 1.42, -1.48], [-0.23, 1.07, -0.31]], "lowdin_charge": [0.985, 1.012, 0.969, 0.927, 0.947, 1.004, -0.336, 0.409, -0.187, -0.318, -0.301, 0.614, -0.416, -0.177, -0.167, -0.351, 0.402, -0.363, -0.163, -0.251, 0.603, -0.226, -0.389, -0.226], "homo_ev": -18.83, "orbital_gap_ev": 5.56, "molar_mass_g_mol": 594.9, "charge": 4}